Record 1
The following is a quantum chemistry calculation of an isolated molecule of C3H4N2O, from OMol25.

```
10
Properties=species:S:1:pos:R:3:forces:R:3:mulliken_charge:R:1
O 1.9015 0.0194 0.0094 0.2674 0.1235 -0.1033 -0.49
C 0.5759 0.2116 0.0996 -0.9799 -0.8027 0.1245 0.27
C -0.3549 -0.8195 0.3906 0.1352 -0.0172 0.1289 -0.17
N -1.6034 -0.6286 0.1070 -0.0577 -0.4404 0.6053 -0.56
N -1.1502 1.8849 -0.2683 0.4551 0.1111 0.0249 -0.47
C 0.0165 1.4507 -0.3910 0.3505 0.1694 -0.8430 0.17
H 2.1034 -0.8980 -0.2150 -0.0416 0.0463 0.1830 0.35
H 0.0342 -1.7213 0.8788 -0.0629 0.0210 -0.0561 0.35
H -2.1770 -1.3635 0.5308 0.0945 0.0708 -0.2526 0.25
H 0.7044 1.8468 -1.1571 -0.1605 0.7183 0.1884 0.30
```
Positions in Å, forces in eV/Å.

Computed properties:
* HOMO-LUMO gap (alpha / beta): 8.2 / 8.0 eV
* charge: 0
* E_HOMO (alpha / beta): -0.3335 / -0.2972 Eh
* LUMO (alpha / beta): -0.9 / 0.0 eV
* energy: -301.3243 hartree
* ΔE to the lowest compared entry with this formula, charge and spin: 102.2 kcal/mol

Record 2
The following is a quantum chemistry calculation of an isolated molecule of C3H4N2O, from OMol25.

```
10
Properties=species:S:1:pos:R:3:forces:R:3:mulliken_charge:R:1
O 1.9735 -1.2011 0.2184 0.0797 0.5710 -0.0537 -0.57
C 1.8839 0.0188 0.0918 0.1941 -0.3451 0.0440 0.07
C 0.6242 0.6948 -0.0347 -0.2581 -0.0428 -0.0061 -0.80
C -0.4176 -0.1842 0.0011 0.3109 -0.0396 0.0096 0.73
N -0.7477 -1.4186 0.1050 -0.8817 0.9623 -0.1363 -0.38
N -1.8576 -0.1540 -0.0782 0.1724 -0.7627 0.0853 -0.25
H 2.7934 0.6517 0.0693 -0.0757 -0.0951 0.0083 0.33
H 0.5004 1.7649 -0.1471 -0.0104 -0.2433 0.0232 0.34
H -2.4227 -0.0014 0.7501 0.2484 -0.0241 -0.2028 0.27
H -2.3298 -0.1711 -0.9757 0.2204 0.0194 0.2286 0.27
```
Positions in Å, forces in eV/Å.

Computed properties:
* HOMO-LUMO gap: 8.6 eV
* charge: 0
* E_HOMO: -0.3093 Eh
* SMILES: [O-]/C=C\C1=N[NH2+]1
* LUMO: 0.2 eV
* energy: -301.3362 hartree
* ΔE to the lowest compared entry with this formula, charge and spin: 94.8 kcal/mol

Record 3
The following is a quantum chemistry calculation of an isolated molecule of C3H4N2O, from OMol25.

```
10
Properties=species:S:1:pos:R:3:forces:R:3:mulliken_charge:R:1
N -0.9274 -0.9237 1.3912 0.2788 -0.4743 0.4445 -0.81
C -0.0579 -0.4214 0.5419 0.0730 -0.1039 0.0692 0.31
C 1.2252 -0.2830 0.0285 -0.1189 -0.1990 0.2662 -0.55
O 1.1620 0.6180 -1.0557 -0.2535 0.0282 0.0276 -0.29
C -0.0765 1.0006 -1.1901 -0.2400 -0.1083 0.1968 0.07
N -0.8265 0.4243 -0.2853 0.1885 -0.0421 0.0199 -0.12
H -0.6366 -1.6089 2.0600 0.4740 -0.1726 0.1405 0.17
H -1.7288 0.1784 0.2392 -0.1626 1.1295 -1.3121 0.46
H 2.1989 -0.6825 0.2451 -0.1629 0.0650 -0.0273 0.38
H -0.3323 1.6983 -1.9748 -0.0763 -0.1226 0.1747 0.39
```
Positions in Å, forces in eV/Å.

Computed properties:
* HOMO-LUMO gap: 8.0 eV
* charge: 0
* E_HOMO: -0.2646 Eh
* LUMO: 0.8 eV
* energy: -301.3637 hartree
* ΔE to the lowest compared entry with this formula, charge and spin: 77.5 kcal/mol

Record 4
The following is a quantum chemistry calculation of an isolated molecule of C3H4N2O, from OMol25.

```
10
Properties=species:S:1:pos:R:3:forces:R:3:mulliken_charge:R:1
H -0.6692 1.5256 -0.2594 -2.3870 0.8804 0.3608 0.22
N -1.7614 1.6329 -0.1444 1.2447 -8.3772 -0.1677 -0.50
C -2.0545 0.1162 -0.0386 3.3695 8.7544 -0.2317 0.46
C -3.4251 -0.1499 -0.0014 -2.1266 -0.6817 0.3429 0.24
N -4.5699 -0.2818 0.0775 0.8391 -0.0031 -0.1589 -0.33
O -1.1899 -0.8473 0.1393 -0.0493 -1.1195 0.0194 -0.28
C 0.2679 -0.6937 0.0141 -2.2269 1.5520 4.5865 -0.77
H 0.7261 -1.3245 0.7708 -0.1986 -0.7953 -0.6492 0.26
H 0.5263 0.2807 0.4079 0.1502 0.5024 -0.3942 0.35
H 0.4547 -0.8061 -0.9566 1.3849 -0.7123 -3.7079 0.35
```
Positions in Å, forces in eV/Å.

Computed properties:
* HOMO-LUMO gap (alpha / beta): 9.4 / 9.4 eV
* charge: 0
* E_HOMO (alpha / beta): -0.3618 / -0.3618 Eh
* SMILES: [H]/N=C(/C#N)OC
* LUMO (alpha / beta): -0.5 / -0.5 eV
* energy: -301.3415 hartree
* ΔE to the lowest compared entry with this formula, charge and spin: 91.5 kcal/mol

Record 5
The following is a quantum chemistry calculation of an isolated molecule of C3H4N2O, from OMol25.

```
10
Properties=species:S:1:pos:R:3:forces:R:3:mulliken_charge:R:1
O 2.2094 0.1481 -0.1479 -0.8136 -0.3293 0.0139 -0.48
C 0.8733 -0.1614 -0.0059 -1.5223 1.3656 -0.3696 0.29
C 0.1277 -1.1851 0.3201 -1.9752 1.5761 -0.1323 -0.18
N -1.8079 -0.1981 0.0921 1.4969 -0.1285 0.3296 -0.40
N -1.3329 0.9772 -0.1812 0.5701 0.2732 -0.1858 -0.20
C -0.0828 1.1589 -0.3537 0.4348 -1.1868 -0.1161 -0.28
H 2.7989 -0.6119 -0.0268 -0.5362 0.0244 0.0426 0.33
H -0.3606 -2.1112 0.5491 0.8261 -0.1000 0.0398 0.37
H -2.6458 -0.0532 0.7111 1.1665 -0.7201 -0.2780 0.22
H 0.2208 2.0365 -0.9568 0.3530 -0.7747 0.6559 0.32
```
Positions in Å, forces in eV/Å.

Computed properties:
* HOMO-LUMO gap (alpha / beta): 8.3 / 8.3 eV
* charge: 0
* E_HOMO (alpha / beta): -0.3096 / -0.3096 Eh
* LUMO (alpha / beta): -0.2 / -0.2 eV
* energy: -301.2809 hartree
* ΔE to the lowest compared entry with this formula, charge and spin: 129.5 kcal/mol

Record 6
The following is a quantum chemistry calculation of an isolated molecule of C3H4N2O, from OMol25.

```
10
Properties=species:S:1:pos:R:3:forces:R:3:mulliken_charge:R:1
C 0.6957 1.1294 -0.0850 -0.1581 1.4197 -1.0444 -0.06
N 1.4948 0.1507 -0.0473 -1.2074 -0.6749 0.4229 -0.31
N 0.8834 -1.1409 0.1467 -3.3562 -0.5768 -1.2656 -0.42
C -0.4342 -1.2343 -0.0683 3.2089 1.5456 1.4278 0.07
O -1.3539 -0.2369 -0.0830 0.9330 -0.6220 -0.5352 -0.30
C -0.8328 1.0532 0.1158 -1.7331 3.1080 0.7542 -0.19
H 1.2040 2.1027 -0.3247 -0.9183 -0.7651 0.3751 0.37
H -0.9529 -2.1580 -0.1635 0.1565 -0.8635 0.0463 0.40
H -0.9950 1.3973 1.2310 0.0449 -0.7489 -1.8887 0.22
H -1.6446 1.7951 -0.5498 3.0298 -1.8222 1.7075 0.23
```
Positions in Å, forces in eV/Å.

Computed properties:
* HOMO-LUMO gap: 9.9 eV
* charge: 0
* E_HOMO: -0.3449 Eh
* SMILES: C1=NN=COC1
* LUMO: 0.6 eV
* energy: -301.3571 hartree
* ΔE to the lowest compared entry with this formula, charge and spin: 81.7 kcal/mol